Record 1
Molecular formula: C15H21N3O5PS
Method: DFT, ωB97M-V/def2-TZVPD

Output
- LUMO energy: -5.337 eV
- Net charge: +1
- SMILES string: CCSCc1c(C(=O)OOC#N)c(CC(=O)O)c[n+](N)c1P(C)CC
- Electronic energy: -1863.4936 hartree
- Largest force on an atom: 6.5 eV/Å

Cartesian coordinates (Å):
H1 -0.50 -2.13 2.06
H2 -0.83 2.05 -3.12
N1 -0.44 1.00 -1.43
O1 0.35 -4.16 -0.13
N2 -2.14 -3.55 0.35
C1 -0.80 0.69 -0.07
C2 1.10 -1.32 -0.14
H3 -4.44 0.73 1.45
H4 3.52 -1.06 -2.55
C3 -0.02 -0.50 0.63
H5 2.74 -2.67 -2.06
S1 1.15 -0.80 3.29
C4 1.88 -2.56 0.48
C5 -1.06 -4.08 0.20
O2 0.62 -1.92 -4.41
H6 0.80 0.62 -3.28
C6 2.50 -1.62 -2.50
O3 1.09 -3.71 0.92
C7 -0.30 -0.99 2.14
C8 2.43 0.35 2.60
H7 2.38 1.32 3.24
C9 -2.36 3.36 0.57
C10 0.60 0.30 -2.20
C11 -3.86 3.76 1.11
H8 -3.51 -0.45 0.36
H9 -4.57 3.43 0.26
C12 1.41 -0.88 -1.60
O4 3.14 -2.60 0.57
C13 3.94 -0.23 2.86
H10 -1.63 3.97 1.20
N3 -1.11 2.01 -2.12
H11 -0.74 2.90 -1.72
H12 3.95 -1.36 3.03
C14 1.99 -1.90 -4.01
H13 0.34 -1.03 -4.77
H14 -1.24 -0.54 2.60
H15 -4.29 1.13 -0.41
O5 2.88 -2.13 -4.87
H16 -2.36 3.62 -0.54
C15 -3.79 0.65 0.50
H17 4.43 0.25 3.78
P1 -2.13 1.53 0.98
H18 4.65 -0.02 1.98
H19 2.36 0.56 1.48
H20 -3.98 4.88 1.29
H21 -4.16 3.11 2.01

***

Record 2
Molecular formula: C15H21N3OS
Method: DFT, ωB97M-V/def2-TZVPD

Output
- LUMO energy: 0.730 eV
- Net charge: 0
- SMILES string: CCc1nc(SCc2ccc(OCC(C)C)cc2)n[nH]1
- Electronic energy: -1221.8808 hartree
- Largest force on an atom: 0.9 eV/Å

Cartesian coordinates (Å):
H1 2.90 -2.65 -0.10
H2 -0.06 1.83 7.03
C1 -3.98 1.33 -4.16
C2 0.26 0.42 3.93
C3 1.33 0.14 -0.93
N1 0.33 -0.85 3.65
C4 0.41 0.66 -1.83
C5 -0.47 1.04 5.07
H3 -1.21 0.32 5.42
H4 -4.25 2.01 -3.36
H5 -1.09 -2.22 -2.76
H6 -2.86 3.85 -4.47
H7 -1.71 3.42 -5.74
C6 -0.46 -0.19 -2.50
C7 1.40 -1.22 -0.68
C8 1.13 -0.91 2.55
C9 0.52 -2.07 -1.35
H8 1.23 2.13 5.86
C10 0.49 1.40 6.20
H9 0.55 -3.13 -1.15
N2 0.99 1.12 3.04
H10 -0.57 1.94 -4.13
H11 -3.92 0.32 -3.75
C11 2.38 -1.77 0.29
H12 -2.40 1.04 -5.58
H13 -1.77 2.15 -2.82
H14 0.39 1.72 -2.00
C12 -2.63 1.72 -4.76
H15 -1.00 1.94 4.72
H16 2.00 0.81 -0.42
C13 -0.40 -1.57 -2.24
H17 -4.75 1.36 -4.92
H18 -3.44 3.27 -6.03
O1 -1.40 0.20 -3.40
S1 1.54 -2.41 1.80
C14 -2.66 3.16 -5.28
H19 1.01 0.51 6.54
H20 1.15 2.11 2.96
N3 1.56 0.27 2.15
H21 3.10 -1.02 0.62
C15 -1.52 1.57 -3.72